[1]
The following is a DFT calculation (ωB97M-V with the def2-TZVPD basis set) of 2 unconnected molecules or ions with the total composition C27H39FNO9PS in a non-equilibrium geometry.

```
79
Properties=species:S:1:pos:R:3
C 5.213 -0.892 3.083
C 5.557 0.601 2.498
O 6.509 1.303 3.154
O 4.967 1.231 1.302
C 3.504 1.334 1.417
C 2.688 1.292 -0.004
C 3.544 0.725 -1.282
C 4.161 -0.783 -1.095
C 3.056 -1.994 -1.108
C 2.256 -2.178 0.312
C 0.626 -2.293 0.181
C -0.141 -1.346 -0.963
C -1.756 -1.387 -1.242
C -2.364 -0.396 -2.398
C -3.366 0.694 -1.631
O -3.256 1.988 -2.381
C -2.910 1.029 -0.090
N -3.575 2.256 0.512
C -2.642 -2.441 -0.319
C -1.915 -3.368 0.867
C -0.277 -3.317 1.144
C 0.513 -4.197 2.280
C 1.139 -5.625 1.700
F 0.275 -6.257 0.671
C -2.906 -4.338 1.749
O -2.514 -5.346 2.544
C -4.552 -4.054 1.709
C -5.229 -3.252 0.651
P -7.104 -2.918 0.498
O -7.398 -1.256 -0.027
O -8.048 -3.393 1.884
S -7.732 -4.040 -1.013
C -4.258 -2.616 -0.530
O -4.880 -2.290 -1.697
H 6.030 -1.714 2.794
H 5.252 -0.834 4.275
H 4.161 -1.313 2.790
H 3.013 0.547 2.149
H 3.278 2.403 1.897
H 2.385 2.416 -0.262
H 1.682 0.687 0.048
H 2.775 0.657 -2.193
H 4.359 1.518 -1.644
H 4.833 -0.934 -0.150
H 4.871 -0.970 -2.034
H 2.374 -1.873 -2.052
H 3.672 -3.002 -1.281
H 2.507 -1.291 1.035
H 2.685 -3.158 0.830
H 0.527 -0.623 -1.634
H -1.556 0.150 -3.056
H -3.037 -1.010 -3.166
H -4.493 0.325 -1.615
H -2.350 2.363 -2.110
H -3.096 0.144 0.674
H -1.738 1.234 -0.067
H -4.503 2.462 0.081
H -2.942 3.086 0.529
H -0.112 -4.386 3.270
H 1.452 -3.550 2.615
H 2.206 -5.485 1.209
H 1.321 -6.314 2.652
H -5.208 -4.558 2.562
H -7.013 -0.638 0.684
H -8.701 -2.652 2.083
C 1.990 7.514 -1.158
C 2.481 6.333 -1.974
O 2.179 5.091 -1.312
C 1.006 4.429 -1.428
C -0.171 5.137 -2.023
O 0.892 3.288 -0.980
H 0.903 7.497 -1.040
H 2.272 8.456 -1.635
H 2.418 7.486 -0.150
H 2.095 6.339 -2.998
H 3.572 6.384 -2.055
H -0.750 5.607 -1.224
H -0.798 4.399 -2.536
H 0.094 5.880 -2.773
```

For the total energy, the calculation gives -71372.258 eV. As for the HOMO energy: -8.45 eV. The SMILES is CC(=O)OCCCCCCc1cc(C[C@H](O)CN)c2c(c1CCF)C(=O)C=C(P(O)(O)=S)C2=O.CCOC(C)=O. The total charge is 0.

[2]
The following is a DFT calculation (ωB97M-V with the def2-TZVPD basis set) of a molecular structure, C19H9BrN5OS2W.

```
38
Properties=species:S:1:pos:R:3
W 1.389 -2.936 0.065
Br 2.067 4.791 -1.521
C 0.357 4.057 -1.225
C -0.405 4.502 -0.154
C -1.664 3.962 0.047
C -2.128 2.945 -0.779
C -1.377 2.531 -1.874
C -0.133 3.097 -2.100
N -3.441 2.464 -0.470
N -3.737 1.265 -0.471
C -2.748 0.243 -0.691
C -2.935 -0.652 -1.709
C -2.034 -1.713 -1.946
C -0.964 -1.862 -1.113
O -0.025 -2.843 -1.207
C -0.798 -0.997 -0.016
N 0.264 -1.288 0.803
C 0.461 -0.542 1.889
C -0.388 0.510 2.222
C -1.457 0.809 1.406
C -1.683 0.059 0.237
H -0.030 5.280 0.497
H -2.300 4.321 0.847
H -1.762 1.801 -2.572
H 0.452 2.803 -2.960
H -3.790 -0.526 -2.361
H -2.190 -2.396 -2.770
H 1.311 -0.798 2.510
H -0.199 1.072 3.124
H -2.133 1.610 1.673
S 1.749 -5.068 0.839
C 3.294 -4.410 1.348
C 3.795 -4.871 2.607
N 4.165 -5.258 3.623
C 4.010 -3.500 0.606
S 3.458 -2.861 -0.929
C 5.266 -3.006 1.087
N 6.279 -2.596 1.438
```

For the total energy, the calculation gives -122876.593 eV. As for the HOMO energy (spin up / spin down): -11.48 / -11.52 eV. The expectation value of S² is 2.02. The spin multiplicity is 3. The total charge is +1.

[3]
The following is a DFT calculation (ωB97M-V with the def2-TZVPD basis set) of a molecular structure, C19H13Cl3N4NiO7S.

```
48
Properties=species:S:1:pos:R:3
Ni 0.266 -0.634 0.890
Cl 1.304 4.428 2.155
C 0.852 3.177 1.038
C 1.938 2.685 0.133
C 2.158 1.136 0.133
Cl 3.876 0.827 -0.427
C -0.205 0.804 -0.636
O -0.577 -0.417 -0.911
C -0.903 1.627 0.206
Cl -2.540 1.150 0.613
C -0.418 2.772 0.972
H 2.824 3.315 0.177
H -1.150 3.254 1.604
O 1.399 2.605 -1.204
C 1.212 1.190 -1.120
O 1.837 0.387 1.164
C 1.584 0.497 -2.397
C 1.729 1.244 -3.557
C 2.090 0.597 -4.726
C 2.338 -0.758 -4.803
C 2.195 -1.462 -3.620
C 1.824 -0.875 -2.427
N 2.458 -2.917 -3.636
O 2.813 -3.405 -4.690
O 2.257 -3.536 -2.611
N 2.226 1.399 -5.963
O 2.605 0.821 -6.961
O 2.023 2.593 -5.881
H 1.574 2.312 -3.555
H 2.631 -1.238 -5.722
H 1.738 -1.492 -1.547
C -4.617 -2.818 3.559
C -3.342 -2.077 3.356
C -3.070 -0.825 3.830
C -1.825 -0.239 3.514
N -0.916 -0.892 2.811
C -1.165 -2.144 2.368
S 0.000 -2.936 1.435
N -2.380 -2.699 2.627
C -1.452 1.121 3.988
H -5.316 -2.221 4.137
H -4.431 -3.753 4.089
H -5.071 -3.056 2.596
H -3.804 -0.288 4.410
H -2.558 -3.610 2.223
H -2.326 1.740 4.177
H -0.793 1.597 3.266
H -0.890 1.014 4.919
```

For the total energy, the calculation gives -129646.189 eV. As for the HOMO energy (spin up / spin down): -7.95 / -8.17 eV. The expectation value of S² is 2.03. The spin multiplicity is 3. The total charge is 0. The energy relative to the best compared isomer or geometry (same formula, charge and spin) is 235.6 kJ/mol.